(1)
The following is a DFT calculation (ωB97M-V/def2-TZVPD) of a molecular structure, C2HBrCl2F2.

Values from the calculation:
- LUMO: 0.00878 hartree
- Gap between HOMO and LUMO: 11.0933 eV
- E_tot: -102611.2658 eV
- Energy above the lowest of the compared OMol25 structures with the same formula, charge and spin: 30.85 kcal per mole
- HOMO energy: -0.399 Eh
- Molar mass: 213.84 g/mol

CARTESIAN COORDINATES (ANGSTROEM)
Br (2.36485, -0.56328, -0.50479)
H (-0.06396, 0.14701, 0.49454)
F (-0.07644, -2.36494, 0.60058)
C (0.45432, -0.46254, -0.66865)
F (0.14125, -2.61926, -1.45955)
Cl (0.15407, 0.37586, -2.21862)
Cl (-2.13467, -1.59487, -0.79641)
C (-0.31981, -1.77295, -0.54430)

Atomic partial charges in e from the natural (NBO) method, atoms 1 to 6:
1. Br 0.123
2. H 0.275
3. F -0.303
4. C -0.408
5. F -0.320
6. Cl 0.037



(2)
The following is a DFT calculation (ωB97M-V/def2-TZVPD) of a gas-phase ion, C4H12NO (charge +1).

Values from the calculation:
- LUMO: -0.11579 hartree
- Gap between HOMO and LUMO: 12.1602 eV
- E_tot: -7872.8000 eV
- Energy above the lowest of the compared OMol25 structures with the same formula, charge and spin: 34.38 kcal per mole
- SMILES string: C[NH2+][C@@H](C)CO
- HOMO energy: -0.563 Eh
- Molar mass: 90.15 g/mol
- Total charge: +1

CARTESIAN COORDINATES (ANGSTROEM)
H (-0.86435, -1.88646, -0.71098)
H (-0.38140, 0.62368, -1.39691)
H (1.58492, 2.42853, -0.97648)
H (-1.63339, 0.81736, 1.65169)
O (1.26363, -1.76416, -0.74656)
C (0.01510, -1.70203, -0.03966)
C (-1.30675, -0.14452, 1.16289)
H (-0.09676, -2.43772, 0.75469)
N (0.29567, 0.70863, -0.63938)
H (1.25763, -2.42238, -1.50662)
H (0.89380, -0.26882, 1.17304)
H (1.04891, 0.10848, -1.11952)
H (-0.08071, 2.84520, -0.66042)
H (-2.08344, -0.16437, 0.34362)
C (0.02849, -0.21931, 0.52424)
H (0.85464, 2.24993, 0.64941)
C (0.71563, 2.10008, -0.43378)
H (-1.51160, -0.87212, 1.97073)

Atomic partial charges in e from the natural (NBO) method, atoms 1 to 6:
1. H 0.184
2. H 0.434
3. H 0.251
4. H 0.246
5. O -0.754
6. C -0.070



(3)
The following is a DFT calculation (ωB97M-V/def2-TZVPD) of a single C4H9N molecule.

Values from the calculation:
- LUMO: 0.04216 hartree
- Gap between HOMO and LUMO: 10.3395 eV
- E_tot: -5782.9266 eV
- Energy above the lowest of the compared OMol25 structures with the same formula, charge and spin: 20.42 kcal per mole
- SMILES string: C=NCCC
- HOMO energy: -0.338 Eh
- Molar mass: 71.12 g/mol

CARTESIAN COORDINATES (ANGSTROEM)
H (0.30689, 1.15807, 0.50879)
C (-1.71631, 0.84666, -0.83962)
H (-2.62360, 0.95267, -1.42341)
N (-1.39482, -0.35808, -0.66419)
C (2.10920, 0.00962, 0.48330)
H (-1.17557, 1.70439, -0.44133)
H (2.79158, 0.65112, 1.03521)
H (0.40232, -1.33581, -0.73211)
H (2.38761, -1.04481, 0.60180)
C (0.64716, 0.16735, 0.82141)
H (2.30535, 0.20263, -0.57726)
H (0.41802, 0.04843, 1.87814)
H (-0.55040, -1.64777, 0.66101)
C (-0.22548, -0.83397, 0.00432)

Atomic partial charges in e from the natural (NBO) method, atoms 1 to 6:
1. H 0.190
2. C -0.077
3. H 0.178
4. N -0.384
5. C -0.604
6. H 0.143



(4)
The following is a DFT calculation (ωB97M-V/def2-TZVPD) of a gas-phase ion, C6H10 (charge -1).

Values from the calculation:
- 2S+1: 2
- LUMO (alpha / beta): 0.17030 / 0.15773 hartree
- Gap between HOMO and LUMO (alpha / beta): 3.3384 / 8.1970 eV
- E_tot: -6380.1298 eV
- Energy above the lowest of the compared OMol25 structures with the same formula, charge and spin: 45.99 kcal per mole
- HOMO energy (alpha / beta): 0.048 / -0.144 Eh
- Molar mass: 82.15 g/mol
- Total charge: -1

CARTESIAN COORDINATES (ANGSTROEM)
C (-1.01094, 1.25467, -0.41768)
C (-0.08661, 0.42166, 1.64230)
H (-1.66813, -0.99443, 1.60113)
C (-1.11971, -0.29546, 2.14426)
H (0.82629, -0.38937, -2.54539)
H (2.46923, -0.58548, -2.01762)
H (1.49687, -1.16447, 0.34375)
C (1.42036, -0.86860, -1.77425)
H (-0.60007, 2.08561, -0.86057)
H (-1.22289, 0.75564, -1.50098)
C (0.97343, -0.50944, -0.38167)
H (-1.54357, -0.22875, 3.14439)
C (0.04592, 0.33165, 0.14768)
H (-1.94048, 1.22448, 0.12381)
H (0.60281, 0.94714, 2.20216)
H (1.35750, -1.98485, -1.85135)

Atomic partial charges in e from the natural (NBO) method, atoms 1 to 6:
1. C -0.720
2. C -0.327
3. H 0.154
4. C -0.630
5. H 0.196
6. H 0.169



(5)
The following is a DFT calculation (ωB97M-V/def2-TZVPD) of a molecular structure, C16H15FMgN2O6.

Values from the calculation:
- LUMO: -0.01658 hartree
- Gap between HOMO and LUMO: 7.4239 eV
- E_tot: -40267.4418 eV
- Energy above the lowest of the compared OMol25 structures with the same formula, charge and spin: 0.00 kcal per mole
- HOMO energy: -0.289 Eh
- Molar mass: 374.61 g/mol

CARTESIAN COORDINATES (ANGSTROEM)
H (3.28947, 2.95199, -0.87807)
F (0.04292, -5.45028, 1.21500)
H (0.81238, -0.40967, -2.11353)
C (-0.05952, 0.22426, 1.89885)
C (1.90425, -2.53212, 0.21831)
H (0.42667, 4.23871, -2.63849)
H (-3.12635, 2.75438, 0.92105)
C (-4.00879, 1.11096, 0.00530)
C (0.33873, -4.26797, 0.64320)
C (-0.63082, -3.62189, -0.09291)
H (2.34289, -4.30457, 1.38287)
H (2.36278, -0.41387, -1.26884)
O (-1.20751, 0.41072, 1.46584)
O (1.14129, 3.77688, -2.17891)
N (0.80613, 0.67337, -0.31760)
H (-1.06577, -1.89333, -1.27430)
C (-0.31365, -2.40625, -0.68491)
C (2.38623, 0.77157, 1.51386)
C (1.44037, 1.89225, -0.79446)
C (-3.67560, 0.14013, -1.15529)
C (1.10313, 0.52400, 1.09821)
H (2.68749, 0.55739, 2.53675)
C (0.95237, -1.84536, -0.52836)
C (0.58222, 2.74760, -1.54538)
O (-4.58982, -0.42680, -1.72040)
H (2.89614, -2.10798, 0.33703)
O (-0.65389, 2.56394, -1.61624)
C (2.74145, 2.14425, -0.40534)
C (1.28720, -0.50790, -1.13769)
H (-1.61141, -4.06895, -0.20774)
N (-3.02014, 2.22736, 0.06478)
H (0.97731, -0.47886, 3.30885)
C (3.28884, 1.44896, 0.67454)
H (4.30108, 1.64215, 1.00085)
H (-3.91506, 0.53334, 0.92584)
H (-3.18692, 2.86906, -0.70172)
Mg (-1.27527, 1.09158, -0.40116)
O (-2.40055, 0.00456, -1.39380)
O (0.05537, -0.25477, 3.13132)
C (1.60915, -3.75274, 0.80834)
H (-5.03477, 1.44389, -0.09567)

Atomic partial charges in e from the natural (NBO) method, atoms 1 to 6:
1. H 0.234
2. F -0.324
3. H 0.218
4. C 0.783
5. C -0.176
6. H 0.501



(6)
The following is a DFT calculation (ωB97M-V/def2-TZVPD) of a molecular structure, C29H47CoN4O8PSSi3Te.

Values from the calculation:
- 2S+1: 2
- LUMO (alpha / beta): 0.11647 / 0.11622 hartree
- Gap between HOMO and LUMO (alpha / beta): 3.4199 / 3.6686 eV
- E_tot: -141854.8567 eV
- HOMO energy (alpha / beta): -0.009 / -0.019 Eh
- Molar mass: 913.55 g/mol
- Total charge: -2

CARTESIAN COORDINATES (ANGSTROEM)
O (-1.05217, -1.23811, -3.94636)
H (-2.77267, -0.47421, 3.98454)
H (1.54593, -3.59481, 0.27074)
H (3.65913, -1.68571, 0.27754)
H (1.38323, 0.30719, 5.01844)
O (-3.65237, 9.16819, -1.13856)
O (2.46073, -0.11871, -0.23906)
C (0.48503, 0.85049, 4.74414)
H (0.55543, 1.84329, 5.18424)
N (-5.19487, 6.76419, -0.34146)
N (-1.53537, 0.78509, -0.50956)
C (-5.13087, 4.45389, 0.23134)
H (3.52203, -2.58171, 3.58674)
H (5.73793, -1.97211, -3.82466)
O (0.32243, -0.62161, -2.22236)
C (-1.64007, -2.93201, 0.95564)
H (1.77323, 2.96469, 2.61894)
C (-3.65237, 1.85139, -0.15526)
Si (1.75643, -1.73011, 1.95964)
H (-3.73557, -1.69031, 3.16954)
H (-3.27947, -0.22331, 2.32654)
C (-5.71577, 5.69589, 0.26384)
H (-1.23107, 2.63409, 1.66754)
C (-1.06907, -3.02221, 3.97544)
H (2.70583, 1.48439, 2.49964)
H (1.47193, -0.21001, -0.18586)
C (-3.15457, 3.11979, -0.53896)
H (4.33303, -2.62571, -4.68036)
C (-2.41887, -4.07551, 0.96804)
H (4.92923, -4.91571, -3.92766)
Te (1.61083, -2.12691, -4.41646)
C (3.04973, -0.91251, 0.77424)
C (0.11743, -1.13161, -3.30236)
N (-0.94787, -2.58281, -0.16916)
H (-5.58007, 3.61149, 0.73614)
H (-3.06607, -1.23981, -3.77386)
H (2.54623, -4.11251, 1.61284)
C (-3.90867, 4.33639, -0.46826)
Si (0.25663, 0.96189, 2.82794)
H (4.14283, 2.19939, -3.64666)
H (-1.26227, 2.89719, 3.39234)
C (1.65203, -3.55291, 1.34914)
C (-2.47357, -4.92461, -0.12996)
C (4.97643, 1.66219, -3.20316)
C (-1.81247, 3.12249, -0.99256)
H (-1.39957, 4.05399, -1.34296)
C (5.67823, -4.12951, -3.91986)
H (3.14813, -0.90091, 3.89634)
C (-4.05157, 6.56079, -0.98656)
H (-0.35507, 0.34339, 5.21034)
C (-2.93797, -0.96651, 3.03294)
C (1.77193, 1.95709, 2.21274)
H (-0.19707, -3.65721, 3.86514)
H (5.59403, 2.36829, -2.65416)
H (3.86403, 1.01039, -1.46306)
C (-1.68247, -4.59501, -1.23946)
H (2.04283, -2.14961, 4.42144)
C (-2.83757, 0.75369, -0.17036)
H (6.33293, -4.28581, -3.06706)
H (-3.22257, -0.22341, 0.09434)
H (-2.99527, -4.30821, 1.85334)
N (-3.39437, 5.43519, -1.07426)
H (-3.07127, -5.82511, -0.12526)
O (4.24153, -2.72911, -2.62666)
H (-4.68737, 1.73169, 0.12424)
C (4.45573, 0.57919, -2.27196)
H (-2.17817, -1.08841, -2.22116)
Co (-0.18027, -0.70361, -0.15376)
O (3.64053, -0.30041, -3.03526)
H (0.79943, -4.06921, 1.77684)
H (-1.93527, -3.66541, 4.10764)
H (-0.32727, -3.16511, -2.04696)
Si (-1.31697, -1.82311, 2.48054)
H (5.57103, 1.21609, -3.99756)
H (5.29103, 0.01879, -1.83106)
H (1.76743, 2.03819, 1.13144)
H (3.74743, -0.27131, 1.32294)
H (-0.03457, 1.97789, -1.27846)
H (-1.64867, -5.23681, -2.10776)
C (-1.06707, 1.97799, -0.94826)
H (6.26023, -4.17201, -4.83736)
C (-0.95607, -3.43181, -1.20346)
O (-2.02767, 7.72749, -2.24496)
O (-4.29657, 7.92129, -3.15106)
C (0.14773, -0.74171, 1.99564)
S (-3.43797, 7.97879, -1.96256)
C (-2.21877, -0.78091, -3.26656)
C (2.71453, -1.85631, 3.62374)
H (-2.18217, 1.58789, 2.68474)
C (4.99143, -2.77681, -3.81286)
H (-6.64777, 5.86389, 0.79934)
P (2.99953, -1.65591, -2.37186)
H (-2.28237, 0.30609, -3.31536)
H (-0.94897, -2.44521, 4.88724)
C (-1.24827, 2.12869, 2.62404)

Atomic partial charges in e from the Löwdin method, atoms 1 to 6:
1. O -0.160
2. H 0.020
3. H 0.007
4. H 0.046
5. H -0.003
6. O -0.395